# 1
This record from the Open Molecules 2025 dataset describes 2 unconnected molecules or ions with the total composition C5H11O2 in a non-equilibrium geometry. The level of theory is ωB97M-V with the def2-TZVPD basis set.

XYZ file:
```
18
Properties=species:S:1:pos:R:3:nbo_charge:R:1
C 0.111 -2.055 1.417 -0.5228
C -0.262 -2.649 0.057 -0.6248
C 0.101 -0.475 1.371 0.7690
O -0.950 0.013 0.918 -0.7983
O 1.103 0.082 1.869 -0.7876
H -0.726 -2.258 2.098 0.1901
H 1.029 -2.505 1.793 0.1841
H -1.012 -1.978 -0.384 0.2322
H -0.924 -3.524 0.098 0.1750
H 0.612 -2.803 -0.568 0.1855
C 0.066 3.040 -1.858 -0.6259
C -0.215 1.986 -2.965 -0.6002
H 0.192 2.312 -1.049 0.2508
H 0.925 3.684 -2.018 0.1901
H -0.863 3.542 -1.598 0.1961
H -1.174 1.560 -2.689 0.2172
H -0.438 2.445 -3.949 0.1658
H 0.654 1.363 -3.175 0.2037
```

## Properties
energy relative to the best compared isomer or geometry (same formula, charge and spin) = 0.733 eV
LUMO level = 3.84 eV
electronic energy = -347.62274 Ha
net charge = -1
gap between HOMO and LUMO = 7.628 eV

# 2
This record from the Open Molecules 2025 dataset describes 2 unconnected molecules or ions with the total composition C5H11O2 in a non-equilibrium geometry. The level of theory is ωB97M-V with the def2-TZVPD basis set.

XYZ file:
```
18
Properties=species:S:1:pos:R:3:nbo_charge:R:1
C -0.093 0.887 -0.483 -0.0237
O -1.099 1.788 -0.241 -0.9436
C -0.652 -0.515 -0.777 -0.4323
C 0.341 -1.615 -1.093 -0.4432
C 1.433 -1.805 -0.083 -0.1333
C 1.628 -2.927 0.601 -0.4512
H 0.462 1.300 -1.348 0.1075
H 0.609 0.798 0.382 0.0888
H -1.299 -0.274 -1.630 0.2034
H -1.320 -0.756 0.053 0.1946
H -0.085 -2.598 -1.319 0.1855
H 0.848 -1.310 -2.026 0.1961
H 1.914 -0.868 0.174 0.1993
H 1.048 -3.797 0.306 0.1776
H 2.300 -2.989 1.444 0.1891
H -0.948 2.539 2.269 0.4328
H -1.089 2.792 0.822 0.5081
O -1.176 3.315 1.751 -1.0554
```

## Properties
energy relative to the best compared isomer or geometry (same formula, charge and spin) = 2.284 eV
LUMO level = 3.62 eV
electronic energy = -347.56572 Ha
net charge = -1
gap between HOMO and LUMO = 6.891 eV

# 3
This record from the Open Molecules 2025 dataset describes 2 unconnected molecules or ions with the total composition C5H11O3 in a non-equilibrium geometry. The level of theory is ωB97M-V with the def2-TZVPD basis set.

XYZ file:
```
19
Properties=species:S:1:pos:R:3:nbo_charge:R:1
C -0.922 -0.233 1.689 0.1062
C -1.896 0.794 1.136 -0.6212
C -0.894 -1.542 0.838 -0.6602
O 0.326 0.460 1.803 -0.7795
H -1.191 -0.617 2.660 0.1482
H -1.888 0.907 0.072 0.2015
H -1.496 -2.342 1.264 0.1875
H -1.174 -1.379 -0.201 0.2044
H 0.202 -1.680 0.923 0.2656
H 0.831 0.370 0.957 0.5170
H -1.818 1.793 1.566 0.2063
H -2.902 0.348 1.255 0.1772
C 1.825 1.052 -2.304 -0.7506
C 1.864 -0.300 -1.511 0.7907
O 1.864 -0.235 -0.267 -0.8108
O 1.893 -1.279 -2.299 -0.7795
H 0.811 1.026 -2.744 0.2036
H 2.525 0.951 -3.148 0.2029
H 2.039 1.905 -1.687 0.1908
```

## Properties
energy relative to the best compared isomer or geometry (same formula, charge and spin) = 0.841 eV
LUMO level = 3.82 eV
electronic energy = -422.88279 Ha
net charge = -1
gap between HOMO and LUMO = 8.144 eV

# 4
This record from the Open Molecules 2025 dataset describes a molecular structure, C5H11O4Pb in a non-equilibrium geometry. The level of theory is ωB97M-V with the def2-TZVPD basis set.

XYZ file:
```
21
Properties=species:S:1:pos:R:3:nbo_charge:R:1
O 2.307 0.040 -1.174 -0.7610
C 2.398 -0.348 0.072 0.0846
C 1.406 -1.478 0.304 -0.1446
O 0.204 -1.072 -0.315 -0.6149
C -1.088 -1.532 0.044 -0.0970
C -1.909 -0.296 0.354 -0.1038
O -1.992 0.635 -0.706 -0.5266
C -1.317 1.889 -0.566 -0.1446
Pb 0.422 0.643 -1.584 1.5193
H 3.408 -0.609 0.435 0.2217
H 1.306 -1.658 1.387 0.2164
H 1.722 -2.393 -0.225 0.2248
H -1.068 -2.171 0.939 0.2262
H -1.504 -2.155 -0.760 0.2202
H -1.375 0.212 1.177 0.1918
H -2.921 -0.606 0.647 0.2328
H -1.771 2.629 -1.241 0.2273
H -1.545 2.270 0.442 0.1936
O 0.661 1.961 0.057 -1.0036
H 0.939 2.882 0.012 0.5281
H 1.717 1.155 0.700 0.3094
```

## Properties
LUMO level (alpha / beta) = -5.54 / -4.57 eV
electronic energy = -690.40634 Ha
net charge = +1
gap between HOMO and LUMO (alpha / beta) = 6.440 / 8.158 eV

# 5
This record from the Open Molecules 2025 dataset describes a molecular structure, C5H11O4Yb in a non-equilibrium geometry. The level of theory is ωB97M-V with the def2-TZVPD basis set.

XYZ file:
```
21
Properties=species:S:1:pos:R:3:lowdin_spin:R:1
C -1.394 1.852 3.710 0.1054
O -1.634 0.580 3.392 0.7756
H -1.410 2.552 2.849 0.0123
H -2.281 2.189 4.399 0.0786
H -0.478 2.013 4.315 0.0115
O 1.622 -1.019 0.978 0.0067
C 0.258 -1.267 1.042 0.0083
C -0.376 -1.365 -0.341 0.0015
O 0.149 -0.284 -1.112 0.0012
C 0.094 -0.384 -2.536 0.0005
C 1.146 0.585 -3.077 0.0004
O 2.370 0.421 -2.434 0.0022
Yb 2.368 -0.022 -0.542 -0.0077
H -0.320 -0.483 1.738 0.0025
H 0.049 -2.210 1.584 0.0002
H -1.474 -1.306 -0.295 0.0000
H -0.095 -2.314 -0.828 0.0005
H -0.919 -0.144 -2.896 0.0000
H 0.342 -1.419 -2.825 0.0002
H 0.760 1.618 -2.953 0.0000
H 1.222 0.408 -4.167 0.0000
```

## Properties
energy relative to the best compared isomer or geometry (same formula, charge and spin) = 1.418 eV
LUMO level (alpha / beta) = -0.12 / -1.43 eV
electronic energy = -1656.61293 Ha
multiplicity = 2
net charge = 0
gap between HOMO and LUMO (alpha / beta) = 5.950 / 4.769 eV

# 6
This record from the Open Molecules 2025 dataset describes a molecular structure, C5H11OS in a non-equilibrium geometry. The level of theory is ωB97M-V with the def2-TZVPD basis set.

XYZ file:
```
18
Properties=species:S:1:pos:R:3:nbo_charge:R:1
C -1.290 -1.151 -0.425 -0.4188
C -0.811 -0.401 -1.669 -0.4264
C -0.096 -1.275 0.504 -0.5883
C -0.184 0.892 -1.190 -0.5707
C 1.234 1.461 2.129 -0.4354
O 2.175 -0.092 -0.350 -0.8716
S 0.883 0.245 0.156 1.5607
H -2.097 -0.594 0.056 0.2231
H -1.674 -2.136 -0.688 0.2611
H -0.068 -0.997 -2.204 0.2351
H -1.637 -0.201 -2.350 0.2640
H -0.356 -1.313 1.559 0.2617
H 0.559 -2.107 0.251 0.2784
H 0.455 1.379 -1.920 0.2845
H -0.906 1.587 -0.773 0.2518
H 1.666 0.689 2.739 0.2325
H 0.240 1.786 2.389 0.2213
H 1.908 2.227 1.785 0.2371
```

## Properties
energy relative to the best compared isomer or geometry (same formula, charge and spin) = 1.397 eV
LUMO level = -5.26 eV
electronic energy = -670.19338 Ha
net charge = +1
gap between HOMO and LUMO = 9.675 eV